Here is the molecule C26H28N2O6 from the Open Molecules 2025 dataset. Energies are from ωB97M-V/def2-TZVPD.

Last columns: bonded neighbours and bond lengths (Å).
Positions of all 62 atoms, in Å:
1 C -3.68 -4.27 -1.19  C2 1.524, H35 1.087, H36 1.088, H37 1.087
2 C -3.01 -3.18 -0.37  C1 1.524, C3 1.528, H38 1.091, H39 1.091
3 C -2.08 -2.33 -1.23  C2 1.528, C4 1.532, H40 1.091, H41 1.092
4 C -1.33 -1.26 -0.44  C3 1.532, C5 1.540, N10 1.451, C34 1.557
5 C -0.37 -1.88 0.60  C4 1.540, O6 1.208, O7 1.323
6 O -0.04 -1.30 1.61  C5 1.208
7 O 0.05 -3.09 0.25  C5 1.323, C8 1.430
8 C 0.96 -3.76 1.12  O7 1.430, C9 1.521, H42 1.092, H43 1.095
9 C 0.23 -4.76 2.00  C8 1.521, H44 1.086, H45 1.088, H46 1.087
10 N -2.25 -0.33 0.19  C4 1.451, C11 1.455, H47 1.013
11 C -1.62 0.96 0.39  N10 1.455, C12 1.508, C19 1.550, H48 1.101
12 C -2.63 2.09 0.35  C11 1.508, C13 1.388, C18 1.389
13 C -2.30 3.32 0.90  C12 1.388, C14 1.382, H49 1.080
14 C -3.19 4.37 0.85  C13 1.382, C15 1.390, H50 1.082
15 C -4.43 4.20 0.25  C14 1.390, O16 1.361, C17 1.391
16 O -5.35 5.21 0.18  C15 1.361, H51 0.965
17 C -4.77 2.97 -0.30  C15 1.391, C18 1.380, H52 1.078
18 C -3.87 1.92 -0.25  C12 1.389, C17 1.380, H53 1.078
19 C -0.62 1.06 -0.79  C11 1.550, C20 1.511, C34 1.523, H54 1.092
20 C 0.76 1.44 -0.31  C19 1.511, O21 1.201, N22 1.390
21 O 1.08 2.44 0.27  C20 1.201
22 N 1.62 0.40 -0.64  C20 1.390, C23 1.419, C32 1.386
23 C 3.00 0.40 -0.30  N22 1.419, C24 1.390, C31 1.387
24 C 3.60 -0.76 0.17  C23 1.390, C25 1.384, H55 1.078
25 C 4.95 -0.75 0.50  C24 1.384, C26 1.381, H56 1.079
26 C 5.68 0.41 0.38  C25 1.381, C27 1.395, H57 1.080
27 C 5.08 1.59 -0.07  C26 1.395, C28 1.490, C31 1.392
28 C 5.92 2.81 -0.15  C27 1.490, C29 1.507, O30 1.210
29 C 5.20 4.11 -0.40  C28 1.507, H58 1.087, H59 1.087, H60 1.088
30 O 7.12 2.76 -0.01  C28 1.210
31 C 3.74 1.57 -0.43  C23 1.387, C27 1.392, H61 1.077
32 C 1.00 -0.65 -1.29  N22 1.386, O33 1.202, C34 1.516
33 O 1.56 -1.62 -1.73  C32 1.202
34 C -0.48 -0.34 -1.36  C4 1.557, C19 1.523, C32 1.516, H62 1.090
35 H -4.34 -4.87 -0.57  C1 1.087
36 H -2.93 -4.93 -1.63  C1 1.088
37 H -4.26 -3.84 -2.00  C1 1.087
38 H -2.44 -3.64 0.44  C2 1.091
39 H -3.78 -2.54 0.07  C2 1.091
40 H -1.35 -2.97 -1.73  C3 1.091
41 H -2.68 -1.82 -2.00  C3 1.092
42 H 1.68 -4.26 0.46  C8 1.092
43 H 1.48 -3.01 1.74  C8 1.095
44 H 0.95 -5.30 2.61  C9 1.086
45 H -0.47 -4.24 2.66  C9 1.088
46 H -0.32 -5.46 1.38  C9 1.087
47 H -2.62 -0.69 1.06  N10 1.013
48 H -1.06 1.02 1.33  C11 1.101
49 H -1.33 3.46 1.35  C13 1.080
50 H -2.92 5.33 1.27  C14 1.082
51 H -4.99 6.00 0.60  O16 0.965
52 H -5.74 2.85 -0.76  C17 1.078
53 H -4.12 0.97 -0.68  C18 1.078
54 H -0.97 1.80 -1.52  C19 1.092
55 H 3.02 -1.67 0.26  C24 1.078
56 H 5.42 -1.66 0.85  C25 1.079
57 H 6.73 0.44 0.64  C26 1.080
58 H 4.38 4.23 0.31  C29 1.087
59 H 5.91 4.94 -0.29  C29 1.087
60 H 4.80 4.12 -1.41  C29 1.088
61 H 3.25 2.46 -0.79  C31 1.077
62 H -0.83 -0.44 -2.39  C34 1.090

Relative energy (zero: lowest compared OMol25 entry of this formula, charge and spin): 0.00 kcal/mol
SMILES: CCC[C@]1(C(=O)OCC)N[C@H](c2ccc(O)cc2)[C@H]2C(=O)N(c3cccc(C(C)=O)c3)C(=O)[C@H]21
DFT total energy: -42683.7098 eV
LUMO: 0.30 eV

***

Here is the molecule C26H28N2O6 from the Open Molecules 2025 dataset. Energies are from ωB97M-V/def2-TZVPD.

Last columns: bonded neighbours and bond lengths (Å).
Positions of all 62 atoms, in Å:
1 C 3.68 1.74 2.96  C2 1.523, H35 1.087, H36 1.087, H37 1.087
2 C 4.56 1.29 4.12  C1 1.523, C3 1.531, H38 1.093, H39 1.092
3 C 4.53 -0.22 4.32  C2 1.531, N4 1.454, H40 1.092, H41 1.094
4 N 3.20 -0.70 4.69  C3 1.454, C5 1.448, C9 1.347
5 C 2.81 -0.53 6.07  N4 1.448, C6 1.519, H42 1.094, H43 1.093
6 C 2.85 -1.83 6.85  C5 1.519, C7 1.499, C8 1.499, H44 1.083
7 C 1.60 -2.47 7.37  C6 1.499, C8 1.498, H45 1.079, H46 1.079
8 C 2.55 -1.82 8.32  C6 1.499, C7 1.498, H47 1.079, H48 1.079
9 C 2.46 -1.29 3.73  N4 1.347, O10 1.214, C11 1.539
10 O 2.85 -1.50 2.60  C9 1.214
11 C 1.03 -1.72 4.13  C9 1.539, O12 1.416, H49 1.094, H50 1.090
12 O 0.29 -1.91 2.94  C11 1.416, C13 1.340
13 C 0.13 -0.80 2.21  O12 1.340, O14 1.207, C15 1.486
14 O 0.43 0.30 2.62  C13 1.207
15 C -0.48 -1.06 0.88  C13 1.486, C16 1.393, C20 1.399
16 C -0.74 -2.35 0.45  C15 1.393, C17 1.389, H51 1.078
17 C -1.29 -2.59 -0.80  C16 1.389, C18 1.380, H52 1.079
18 C -1.57 -1.50 -1.60  C17 1.380, C19 1.397, C33 1.485
19 C -1.30 -0.20 -1.17  C18 1.397, C20 1.377, C21 1.485
20 C -0.75 0.05 0.07  C15 1.399, C19 1.377, H53 1.079
21 C -1.70 0.74 -2.26  C19 1.485, O22 1.202, N23 1.397
22 O -1.64 1.94 -2.27  C21 1.202
23 N -2.18 -0.07 -3.29  C21 1.397, C24 1.418, C33 1.394
24 C -2.66 0.44 -4.52  N23 1.418, C25 1.386, C32 1.391
25 C -1.97 1.45 -5.17  C24 1.386, C26 1.384, H54 1.078
26 C -2.43 1.96 -6.37  C25 1.384, C27 1.392, H55 1.078
27 C -3.59 1.44 -6.95  C26 1.392, O28 1.356, C31 1.397
28 O -4.12 1.85 -8.12  C27 1.356, C29 1.415
29 C -3.49 2.89 -8.84  O28 1.415, C30 1.521, H56 1.099, H57 1.099
30 C -4.31 3.14 -10.10  C29 1.521, H58 1.086, H59 1.086, H60 1.086
31 C -4.27 0.41 -6.29  C27 1.397, C32 1.377, H61 1.078
32 C -3.81 -0.08 -5.09  C24 1.391, C31 1.377, H62 1.078
33 C -2.14 -1.43 -2.97  C18 1.485, N23 1.394, O34 1.203
34 O -2.49 -2.33 -3.68  C33 1.203
35 H 4.02 1.27 2.03  C1 1.087
36 H 2.65 1.45 3.11  C1 1.087
37 H 3.73 2.82 2.84  C1 1.087
38 H 4.22 1.79 5.04  C2 1.093
39 H 5.59 1.59 3.95  C2 1.092
40 H 4.79 -0.71 3.38  C3 1.092
41 H 5.24 -0.53 5.09  C3 1.094
42 H 1.81 -0.08 6.14  C5 1.094
43 H 3.52 0.17 6.52  C5 1.093
44 H 3.64 -2.50 6.51  C6 1.083
45 H 1.53 -3.55 7.37  C7 1.079
46 H 0.65 -1.98 7.19  C7 1.079
47 H 3.14 -2.44 8.97  C8 1.079
48 H 2.26 -0.88 8.76  C8 1.079
49 H 0.55 -0.96 4.75  C11 1.094
50 H 1.05 -2.69 4.64  C11 1.090
51 H -0.50 -3.18 1.10  C16 1.078
52 H -1.50 -3.59 -1.15  C17 1.079
53 H -0.53 1.04 0.41  C20 1.079
54 H -1.07 1.86 -4.73  C25 1.078
55 H -1.88 2.75 -6.85  C26 1.078
56 H -3.44 3.80 -8.23  C29 1.099
57 H -2.47 2.59 -9.11  C29 1.099
58 H -4.35 2.23 -10.70  C30 1.086
59 H -3.85 3.93 -10.69  C30 1.086
60 H -5.32 3.43 -9.83  C30 1.086
61 H -5.16 0.02 -6.75  C31 1.078
62 H -4.35 -0.88 -4.59  C32 1.078

Relative energy (zero: lowest compared OMol25 entry of this formula, charge and spin): 28.29 kcal/mol
SMILES: CCCN(CC1CC1)C(=O)COC(=O)c1ccc2c(c1)C(=O)N(c1ccc(OCC)cc1)C2=O
DFT total energy: -42682.4829 eV
LUMO: -0.60 eV

***

Here is a cluster of 2 separate species, C26H28N3O5S in total from the Open Molecules 2025 dataset. Energies are from ωB97M-V/def2-TZVPD.

Last columns: bonded neighbours and bond lengths (Å).
Positions of all 63 atoms, in Å:
1 C -6.05 0.40 2.79  N2 1.451, H22 1.100, H23 1.093, H24 1.101
2 N -5.12 0.17 3.87  C1 1.451, C3 1.448, C4 1.374
3 C -5.33 0.96 5.06  N2 1.448, H25 1.093, H26 1.105, H27 1.095
4 C -3.89 -0.40 3.62  N2 1.374, C5 1.412, C21 1.420
5 C -3.28 -0.24 2.36  C4 1.412, C6 1.381, H28 1.091
6 C -1.95 -0.58 2.21  C5 1.381, C7 1.404, H29 1.089
7 C -1.29 -1.36 3.17  C6 1.404, C8 1.458, C20 1.411
8 C 0.07 -1.84 2.95  C7 1.458, C9 1.360, H30 1.091
9 C 1.18 -1.12 3.27  C8 1.360, C10 1.455, C18 1.471
10 C 2.46 -1.80 3.40  C9 1.455, O11 1.238, N12 1.398
11 O 2.56 -3.03 3.41  C10 1.238
12 N 3.60 -1.01 3.56  C10 1.398, C13 1.456, C14 1.389
13 C 4.85 -1.74 3.64  N12 1.456, H31 1.089, H32 1.095, H33 1.095
14 C 3.63 0.37 3.40  N12 1.389, S15 1.676, N16 1.384
15 S 5.02 1.29 3.21  C14 1.676
16 N 2.39 0.98 3.48  C14 1.384, C17 1.463, C18 1.408
17 C 2.39 2.44 3.50  N16 1.463, H34 1.086, H35 1.095, H36 1.094
18 C 1.15 0.32 3.58  C9 1.471, N16 1.408, O19 1.230
19 O 0.14 0.94 3.89  C18 1.230
20 C -1.98 -1.68 4.36  C7 1.411, C21 1.380, H37 1.091
21 C -3.20 -1.10 4.64  C4 1.420, C20 1.380, H38 1.090
22 H -6.18 -0.51 2.19  C1 1.100
23 H -7.01 0.69 3.24  C1 1.093
24 H -5.73 1.22 2.12  C1 1.101
25 H -4.76 0.56 5.91  C3 1.093
26 H -5.04 2.02 4.91  C3 1.105
27 H -6.40 0.94 5.28  C3 1.095
28 H -3.81 0.27 1.55  C5 1.091
29 H -1.40 -0.21 1.35  C6 1.089
30 H 0.22 -2.90 2.71  C8 1.091
31 H 5.62 -0.97 3.76  C13 1.089
32 H 4.84 -2.43 4.49  C13 1.095
33 H 5.02 -2.29 2.71  C13 1.095
34 H 1.37 2.80 3.57  C17 1.086
35 H 2.99 2.77 4.36  C17 1.095
36 H 2.87 2.80 2.59  C17 1.094
37 H -1.45 -2.30 5.08  C20 1.091
38 H -3.65 -1.22 5.63  C21 1.090
39 C 3.78 -5.10 0.04  C40 1.497, H53 1.090, H54 1.090, H55 1.091
40 C 3.34 -3.89 0.80  C39 1.497, O41 1.449, H56 1.088, H57 1.094
41 O 1.97 -3.55 0.49  C40 1.449, C42 1.377
42 C 1.71 -2.20 0.37  O41 1.377, C43 1.440, O52 1.231
43 C 0.32 -1.99 0.07  C42 1.440, C44 1.416, H58 1.083
44 C -0.09 -0.80 -0.58  C43 1.416, C45 1.529, O51 1.246
45 C -1.10 -0.93 -1.73  C44 1.529, C46 1.401, C50 1.405
46 C -0.79 -1.69 -2.86  C45 1.401, C47 1.403, H59 1.092
47 C -1.57 -1.60 -4.02  C46 1.403, C48 1.400, H60 1.093
48 C -2.72 -0.80 -4.03  C47 1.400, C49 1.403, H61 1.092
49 C -3.10 -0.13 -2.86  C48 1.403, C50 1.402, H62 1.092
50 C -2.29 -0.18 -1.72  C45 1.405, C49 1.402, H63 1.094
51 O 0.32 0.34 -0.27  C44 1.246
52 O 2.60 -1.36 0.49  C42 1.231
53 H 4.59 -5.60 0.56  C39 1.090
54 H 2.96 -5.81 -0.13  C39 1.090
55 H 4.17 -4.77 -0.92  C39 1.091
56 H 3.35 -4.08 1.87  C40 1.088
57 H 3.99 -3.04 0.57  C40 1.094
58 H -0.33 -2.84 0.16  C43 1.083
59 H 0.08 -2.35 -2.81  C46 1.092
60 H -1.27 -2.15 -4.91  C47 1.093
61 H -3.33 -0.73 -4.93  C48 1.092
62 H -4.04 0.44 -2.84  C49 1.092
63 H -2.57 0.37 -0.81  C50 1.094

Relative energy (zero: lowest compared OMol25 entry of this formula, charge and spin): 10.98 kcal/mol
Total charge: -1
DFT total energy: -52960.6189 eV
LUMO: 2.22 eV

***

Here is the molecule C26H28N4O4 from the Open Molecules 2025 dataset. Energies are from ωB97M-V/def2-TZVPD.

Last columns: bonded neighbours and bond lengths (Å).
Positions of all 62 atoms, in Å:
1 C 0.19 2.87 3.38  O2 1.407, H35 1.089, H36 1.095, H37 1.095
2 O 0.43 1.60 2.82  C1 1.407, C3 1.360
3 C 0.60 1.51 1.47  O2 1.360, C4 1.391, C34 1.395
4 C 0.53 2.57 0.58  C3 1.391, C5 1.385, H38 1.078
5 C 0.72 2.35 -0.77  C4 1.385, C6 1.381, H39 1.080
6 C 0.99 1.08 -1.25  C5 1.381, C7 1.390, H40 1.079
7 C 1.06 0.01 -0.36  C6 1.390, C8 1.515, C34 1.384
8 C 1.40 -1.38 -0.86  C7 1.515, C9 1.503, N28 1.454, H41 1.100
9 C 0.68 -2.47 -0.12  C8 1.503, C10 1.374, C24 1.434
10 C -0.66 -2.64 0.11  C9 1.374, O11 1.329, C12 1.444
11 O -1.07 -3.65 0.87  C10 1.329, H42 1.001
12 C -1.70 -1.78 -0.40  C10 1.444, C13 1.415, C22 1.397
13 C -1.69 -0.92 -1.52  C12 1.415, N14 1.307, H43 1.069
14 N -2.84 -0.30 -1.65  C13 1.307, N15 1.342
15 N -3.62 -0.73 -0.65  N14 1.342, C16 1.405, C22 1.351
16 C -4.92 -0.23 -0.54  N15 1.405, C17 1.390, C21 1.391
17 C -5.99 -1.05 -0.21  C16 1.390, C18 1.384, H44 1.078
18 C -7.27 -0.51 -0.14  C17 1.384, C19 1.385, H45 1.080
19 C -7.48 0.83 -0.40  C18 1.385, C20 1.386, H46 1.079
20 C -6.41 1.64 -0.76  C19 1.386, C21 1.382, H47 1.079
21 C -5.13 1.12 -0.83  C16 1.391, C20 1.382, H48 1.079
22 C -2.98 -1.63 0.14  C12 1.397, N15 1.351, C23 1.481
23 C -3.55 -2.21 1.38  C22 1.481, H49 1.090, H50 1.087, H51 1.088
24 C 1.65 -3.34 0.50  C9 1.434, O25 1.231, C26 1.516
25 O 1.40 -4.31 1.21  C24 1.231
26 C 3.02 -2.80 0.14  C24 1.516, O27 1.211, N28 1.355
27 O 4.11 -3.24 0.44  C26 1.211
28 N 2.80 -1.70 -0.63  C8 1.454, C26 1.355, C29 1.440
29 C 3.87 -0.92 -1.20  N28 1.440, C30 1.538, H52 1.092, H53 1.093
30 C 4.34 0.20 -0.26  C29 1.538, N31 1.452, H54 1.102, H55 1.092
31 N 4.94 1.28 -1.02  C30 1.452, C32 1.449, C33 1.448
32 C 6.27 0.94 -1.49  N31 1.449, H56 1.087, H57 1.101, H58 1.089
33 C 4.96 2.52 -0.27  N31 1.448, H59 1.101, H60 1.090, H61 1.089
34 C 0.87 0.23 0.99  C3 1.395, C7 1.384, H62 1.079
35 H 0.10 2.70 4.46  C1 1.089
36 H 1.01 3.56 3.19  C1 1.095
37 H -0.75 3.30 3.01  C1 1.095
38 H 0.32 3.58 0.93  C4 1.078
39 H 0.67 3.18 -1.46  C5 1.080
40 H 1.14 0.93 -2.31  C6 1.079
41 H 1.21 -1.43 -1.95  C8 1.100
42 H -0.27 -4.16 1.18  O11 1.001
43 H -0.92 -0.76 -2.25  C13 1.069
44 H -5.84 -2.10 -0.04  C17 1.078
45 H -8.10 -1.15 0.12  C18 1.080
46 H -8.47 1.25 -0.34  C19 1.079
47 H -6.57 2.69 -0.98  C20 1.079
48 H -4.29 1.73 -1.11  C21 1.079
49 H -3.98 -3.19 1.18  C23 1.090
50 H -2.76 -2.34 2.11  C23 1.087
51 H -4.32 -1.56 1.79  C23 1.088
52 H 3.52 -0.48 -2.14  C29 1.092
53 H 4.69 -1.61 -1.40  C29 1.093
54 H 5.02 -0.21 0.50  C30 1.102
55 H 3.46 0.60 0.25  C30 1.092
56 H 6.21 0.05 -2.12  C32 1.087
57 H 6.97 0.74 -0.67  C32 1.101
58 H 6.65 1.76 -2.09  C32 1.089
59 H 5.56 2.45 0.65  C33 1.101
60 H 3.93 2.79 0.00  C33 1.090
61 H 5.37 3.31 -0.89  C33 1.089
62 H 0.94 -0.58 1.70  C34 1.079

Relative energy (zero: lowest compared OMol25 entry of this formula, charge and spin): 76.42 kcal/mol
SMILES: COc1cccc([C@@H]2/C(=C(/O)c3cnn(-c4ccccc4)c3C)C(=O)C(=O)N2CCN(C)C)c1
DFT total energy: -41566.6373 eV
LUMO: -0.26 eV

***

Q: Number 2 is which compound?
A: C26H28N2O6